Below is C69H167CaN10O21 as an isolated structure at a distorted geometry, with properties calculated with ωB97M-V/def2-TZVPD.

Structure (XYZ):
```
268
C69H167CaN10O21, DFT ωB97M-V/def2-TZVPD
Ca -3.463 3.920 -1.139
C -0.254 4.794 -2.642
O -1.592 4.985 -2.178
H 0.295 5.713 -2.439
H 0.200 4.025 -2.017
H -0.183 4.544 -3.701
C -5.568 6.896 -1.641
O -4.513 6.029 -1.648
H -5.327 7.843 -2.122
H -6.369 6.561 -2.300
H -5.958 7.069 -0.638
C -1.525 0.983 -0.353
O -2.639 1.773 -0.600
H -0.831 0.834 -1.180
H -0.852 1.385 0.404
H -1.922 0.103 0.152
C -1.377 0.433 -9.390
C -0.926 -0.035 -7.962
C -2.097 -0.908 -7.320
C -2.133 -2.216 -8.015
C -0.746 -2.820 -7.907
C 0.516 -2.045 -8.475
N 0.417 -0.653 -7.932
O 1.438 0.254 -8.334
C 1.787 -2.757 -7.977
C 0.452 -2.241 -9.945
C -0.838 1.171 -6.985
H -0.544 0.819 -9.977
H -2.167 1.181 -9.332
H -1.723 -0.445 -9.935
H -2.079 -1.028 -6.236
H -3.022 -0.486 -7.713
H -2.522 -2.221 -9.033
H -2.831 -2.888 -7.516
H -0.782 -3.767 -8.445
H -0.526 -3.101 -6.877
H 2.760 -2.377 -8.290
H 1.779 -2.488 -6.921
H 1.862 -3.844 -7.947
H -0.552 -2.429 -10.324
H 0.858 -1.437 -10.560
H 0.952 -3.151 -10.276
H -1.815 1.618 -6.800
H -0.225 2.004 -7.331
H -0.468 0.867 -6.005
H 1.985 0.397 -7.558
C 1.036 -2.062 4.023
C 1.694 -2.620 5.374
C 0.690 -2.929 6.496
C -0.097 -4.186 6.168
C 0.899 -5.374 6.121
C 2.011 -5.222 4.974
N 2.583 -3.852 5.133
O 3.677 -3.649 4.363
C 2.994 -6.389 5.290
C 1.382 -5.557 3.630
C 2.588 -1.585 5.994
H 1.744 -1.992 3.197
H 0.774 -1.019 4.198
H 0.241 -2.730 3.694
H 0.927 -2.855 7.557
H -0.122 -2.204 6.549
H -0.630 -4.123 5.219
H -0.778 -4.444 6.979
H 0.261 -6.237 5.927
H 1.339 -5.638 7.083
H 2.712 -7.407 5.020
H 4.037 -6.363 4.973
H 3.060 -6.453 6.377
H 0.645 -4.798 3.369
H 2.154 -5.566 2.861
H 0.859 -6.506 3.512
H 3.080 -1.804 6.942
H 2.037 -0.655 6.136
H 3.411 -1.200 5.392
H 4.366 -3.840 5.004
C -4.220 -0.158 2.133
O -3.788 -0.319 3.506
C -3.987 -1.599 4.128
C -3.756 -1.333 5.655
N -4.815 -0.449 6.212
C -4.460 0.282 7.442
C -5.483 1.295 7.930
O -5.395 2.499 7.056
C -4.247 3.329 7.179
H -4.126 0.923 2.032
H -5.264 -0.435 1.987
H -3.523 -0.699 1.492
H -3.212 -2.215 3.671
H -4.970 -2.055 4.006
H -2.780 -0.849 5.692
H -3.614 -2.267 6.198
H -4.931 0.286 5.530
H -3.487 0.747 7.285
H -4.262 -0.446 8.230
H -5.378 1.394 9.011
H -6.453 0.820 7.784
H -4.452 4.188 6.541
H -3.374 2.744 6.889
H -4.046 3.860 8.109
C -6.458 2.391 -1.024
O -5.647 3.389 -0.430
C -5.600 3.472 0.959
C -4.921 4.761 1.490
N -3.554 4.818 1.045
C -2.656 4.070 1.919
C -1.196 4.388 1.582
O -0.900 5.762 1.895
C 0.515 5.880 2.051
H -7.459 2.268 -0.611
H -5.961 1.445 -0.809
H -6.446 2.462 -2.111
H -5.237 2.540 1.393
H -6.609 3.376 1.360
H -5.026 4.733 2.575
H -5.453 5.661 1.181
H -3.250 5.781 1.080
H -2.890 3.010 1.822
H -2.770 4.090 3.003
H -0.971 4.184 0.535
H -0.580 3.713 2.176
H 0.683 6.946 2.209
H 0.992 5.644 1.100
H 0.803 5.286 2.918
C 3.134 4.544 -0.066
O 2.784 3.916 1.169
C 2.537 2.459 1.068
C 2.277 1.866 2.506
N 3.516 1.655 3.358
C 4.388 0.569 2.852
C 5.690 0.568 3.727
O 6.751 -0.055 3.092
C 6.716 -1.497 3.099
H 4.074 4.300 -0.562
H 3.215 5.630 -0.001
H 2.280 4.327 -0.708
H 3.373 1.955 0.582
H 1.627 2.371 0.474
H 1.806 0.888 2.403
H 1.461 2.374 3.020
H 4.047 2.496 3.181
H 4.512 0.780 1.790
H 3.785 -0.335 2.937
H 5.506 0.281 4.762
H 6.058 1.593 3.781
H 6.427 -1.881 4.077
H 7.678 -1.967 2.897
H 5.928 -1.760 2.394
C 8.705 -4.859 -2.268
O 7.427 -4.864 -2.933
C 6.364 -4.111 -2.281
C 6.014 -4.678 -0.856
N 5.257 -3.909 0.088
C 3.914 -3.602 -0.470
C 3.088 -2.797 0.413
O 1.963 -2.549 -0.354
C 0.996 -1.682 0.304
H 9.505 -5.283 -2.874
H 8.686 -5.463 -1.361
H 9.039 -3.880 -1.923
H 5.438 -4.163 -2.854
H 6.669 -3.065 -2.298
H 6.936 -4.804 -0.289
H 5.590 -5.682 -0.872
H 5.080 -4.566 0.834
H 3.429 -4.570 -0.600
H 3.999 -3.131 -1.449
H 3.595 -1.871 0.683
H 2.894 -3.386 1.309
H 0.171 -1.533 -0.393
H 1.480 -0.741 0.563
H 0.625 -2.241 1.164
C 4.536 0.128 -2.326
O 3.901 -0.142 -3.528
C 2.742 0.613 -3.753
C 2.366 0.473 -5.271
N 3.376 0.830 -6.275
C 3.459 2.254 -6.448
C 4.684 2.630 -7.342
O 5.887 2.405 -6.671
C 6.025 3.034 -5.362
H 4.887 1.158 -2.398
H 5.256 -0.672 -2.154
H 3.842 0.146 -1.485
H 2.858 1.664 -3.489
H 2.001 0.162 -3.093
H 1.464 1.082 -5.328
H 2.152 -0.589 -5.393
H 4.274 0.570 -5.893
H 3.434 2.756 -5.481
H 2.578 2.627 -6.970
H 4.566 3.673 -7.635
H 4.632 2.093 -8.289
H 5.358 2.596 -4.620
H 5.864 4.111 -5.418
H 7.069 2.926 -5.071
C -1.516 6.665 5.548
O -1.351 5.588 6.455
C -0.179 5.751 7.281
C 0.055 4.582 8.206
N -0.309 3.349 7.545
C 0.756 2.968 6.568
C 0.288 1.755 5.707
O -0.694 2.301 4.788
C -1.233 1.309 3.918
H -1.860 7.573 6.045
H -2.257 6.320 4.827
H -0.627 6.889 4.959
H -0.378 6.657 7.854
H 0.671 5.836 6.604
H -0.543 4.673 9.113
H 1.058 4.469 8.618
H -1.019 3.782 6.972
H 1.610 2.619 7.149
H 1.045 3.827 5.963
H -0.227 0.947 6.226
H 1.112 1.282 5.172
H -2.157 1.652 3.451
H -1.436 0.334 4.362
H -0.523 1.098 3.118
C -1.032 -2.192 -3.696
O -0.402 -3.430 -4.087
C 0.987 -3.589 -3.729
C 1.234 -4.930 -2.960
N 0.856 -4.916 -1.574
C -0.584 -5.185 -1.293
C -0.763 -5.483 0.157
O -2.083 -5.193 0.435
C -2.359 -5.088 1.834
H -2.075 -2.330 -3.983
H -0.468 -1.400 -4.189
H -0.988 -2.079 -2.613
H 1.364 -2.773 -3.112
H 1.560 -3.386 -4.634
H 2.318 -5.039 -2.984
H 0.814 -5.776 -3.505
H 1.088 -4.012 -1.189
H -0.738 -6.082 -1.893
H -1.257 -4.407 -1.652
H -0.010 -4.991 0.773
H -0.572 -6.538 0.355
H -2.074 -4.118 2.242
H -1.675 -5.798 2.299
H -3.406 -5.196 2.117
C -4.262 -3.593 -1.694
O -5.204 -2.710 -1.143
C -4.890 -1.288 -1.248
C -4.801 -0.838 -2.734
N -4.372 0.568 -2.757
C -3.996 0.880 -4.151
C -3.313 2.282 -4.174
O -4.089 3.307 -3.478
C -5.245 3.724 -4.139
H -4.520 -4.545 -1.231
H -3.260 -3.358 -1.337
H -4.294 -3.698 -2.779
H -3.937 -1.154 -0.736
H -5.680 -0.716 -0.762
H -5.628 -1.085 -3.401
H -3.994 -1.413 -3.190
H -3.708 0.854 -2.053
H -4.826 0.840 -4.857
H -3.249 0.180 -4.524
H -3.183 2.517 -5.230
H -2.364 2.123 -3.661
H -4.997 4.235 -5.069
H -5.865 4.333 -3.481
H -5.882 2.867 -4.361
```

Calculated values
Gap between HOMO and LUMO = 5.29 eV
Charge = -1
E_LUMO = 1.55 eV
HOMO energy = -3.732 eV